No. 1
{
  "formula": "C2H2CdO2",
  "method": "ωB97M-V/def2-TZVPD",
  "elements": ["H", "O", "C", "C", "O", "H", "Cd"],
  "positions_angstrom": [[-1.54422, 0.32587, -0.90036], [1.01071, -0.88924, 0.58318], [-0.23189, -0.72238, 0.31069], [-0.64128, 0.51793, -0.26028], [0.24865, 1.36698, -0.59383], [-0.98547, -1.40834, 0.72381], [2.14350, 0.80918, 0.13680]],
  "forces_ev_per_a": [[0.21, 1.36, 0.83], [-0.49, -1.07, 0.38], [0.60, 0.75, 1.67], [-0.21, -2.10, -2.20], [-0.49, 1.12, -0.04], [0.45, -0.15, -0.53], [-0.06, 0.08, -0.12]],
  "e_above_lowest_ev": 0.0000,
  "energy_ha": -395.2513,
  "s_squared": 0.75,
  "multiplicity": 2,
  "gap_ev": [5.4, 8.0],
  "charge": 1
}

No. 2
{
  "formula": "C38H114N15O9P5S4",
  "method": "ωB97M-V/def2-TZVPD",
  "elements": ["O", "P", "N", "C", "C", "N", "C", "C", "N", "C", "C", "H", "H", "H", "H", "H", "H", "H", "H", "H", "H", "H", "H", "H", "H", "H", "H", "H", "H", "O", "P", "N", "C", "C", "N", "C", "C", "N", "C", "C", "H", "H", "H", "H", "H", "H", "H", "H", "H", "H", "H", "H", "H", "H", "H", "H", "H", "H", "O", "P", "N", "C", "C", "N", "C", "C", "N", "C", "C", "H", "H", "H", "H", "H", "H", "H", "H", "H", "H", "H", "H", "H", "H", "H", "H", "H", "H", "O", "P", "N", "C", "C", "N", "C", "C", "N", "C", "C", "H", "H", "H", "H", "H", "H", "H", "H", "H", "H", "H", "H", "H", "H", "H", "H", "H", "H", "O", "P", "N", "C", "C", "N", "C", "C", "N", "C", "C", "H", "H", "H", "H", "H", "H", "H", "H", "H", "H", "H", "H", "H", "H", "H", "H", "H", "H", "C", "S", "O", "C", "H", "H", "H", "H", "H", "H", "C", "S", "O", "C", "H", "H", "H", "H", "H", "H", "C", "S", "O", "C", "H", "H", "H", "H", "H", "H", "C", "S", "O", "C", "H", "H", "H", "H", "H", "H"],
  "positions_angstrom": [[3.03061, -0.93013, 7.03988], [3.83006, -1.40258, 5.90186], [3.02764, -2.36285, 4.62325], [3.75508, -3.07071, 3.54854], [1.56306, -2.30904, 4.33363], [5.18199, -2.42049, 6.34743], [4.94605, -3.75472, 6.72526], [6.35934, -1.77752, 6.94916], [4.42574, -0.07351, 4.89682], [5.57525, -0.21189, 3.99436], [3.73832, 1.22539, 4.82451], [3.93064, -2.28794, 2.81059], [3.15677, -3.86321, 3.09901], [4.66889, -3.44002, 4.01400], [1.23739, -1.40918, 3.81181], [1.05461, -2.36086, 5.29638], [1.23806, -3.23046, 3.85046], [4.72307, -3.78821, 7.79168], [4.29992, -4.39683, 6.12667], [5.92921, -4.22484, 6.74738], [6.21608, -1.64221, 8.02120], [7.19165, -2.46545, 6.80042], [6.57215, -0.81605, 6.48185], [6.23097, 0.60678, 4.29088], [6.07507, -1.17948, 4.03983], [5.29438, -0.05562, 2.95282], [2.91767, 1.16826, 5.53960], [3.36340, 1.43511, 3.82274], [4.45687, 2.02139, 5.01988], [-2.06969, 6.69210, 6.17253], [-2.77073, 5.44350, 5.65324], [-2.79556, 5.12196, 3.97005], [-3.90122, 4.48694, 3.24394], [-1.56735, 5.35445, 3.16339], [-4.43421, 5.38814, 6.14107], [-4.71351, 5.22043, 7.51145], [-5.27349, 6.43631, 5.51627], [-2.14225, 3.92095, 6.28809], [-1.11311, 4.03992, 7.26476], [-2.81043, 2.62554, 6.24164], [-4.15055, 5.07170, 2.35852], [-4.80849, 4.23854, 3.79462], [-3.53867, 3.49351, 2.97980], [-1.06730, 6.31649, 3.27531], [-1.74244, 5.21487, 2.09664], [-0.87081, 4.57312, 3.46748], [-4.09091, 5.94271, 8.03945], [-5.73940, 5.42391, 7.81845], [-4.42831, 4.20051, 7.76934], [-6.31115, 6.11184, 5.43830], [-5.08478, 7.39009, 6.00899], [-5.06756, 6.57515, 4.45494], [-0.66589, 3.10527, 7.60317], [-0.25923, 4.65251, 6.97538], [-1.55797, 4.60978, 8.08052], [-2.04378, 1.86603, 6.39493], [-3.38334, 2.54236, 5.31808], [-3.38368, 2.52328, 7.16306], [-6.89469, -0.36159, 2.00279], [-7.66578, -1.45166, 2.69562], [-8.58960, -1.01319, 4.13197], [-8.39888, 0.31930, 4.63582], [-9.62495, -1.83610, 4.81452], [-6.63178, -2.62294, 3.29669], [-6.02386, -2.71123, 4.63834], [-5.75976, -3.11514, 2.28084], [-8.67035, -2.31917, 1.59566], [-9.24686, -3.59545, 2.00882], [-9.34080, -1.62713, 0.51047], [-7.98231, 0.38266, 5.64108], [-9.39967, 0.70169, 4.83658], [-7.89238, 0.96308, 3.91673], [-9.41214, -2.90512, 4.81132], [-10.58595, -1.62058, 4.34747], [-9.60049, -1.56846, 5.87087], [-6.71395, -2.42023, 5.43030], [-5.71928, -3.74303, 4.81362], [-5.21270, -1.98757, 4.71874], [-6.36508, -3.58170, 1.50366], [-5.19722, -2.31903, 1.79311], [-5.13075, -3.89940, 2.70200], [-8.47017, -4.21598, 2.45582], [-9.96048, -3.50680, 2.82795], [-9.67618, -4.07639, 1.12992], [-9.04462, -0.58039, 0.44177], [-10.42019, -1.68824, 0.64935], [-9.05622, -2.09014, -0.43437], [11.54967, -3.44872, -2.55373], [11.40360, -2.12910, -3.18598], [12.80962, -1.19982, -3.35266], [14.05481, -1.65118, -2.64181], [12.69288, 0.25597, -3.61522], [10.40139, -1.09870, -2.30864], [8.94353, -1.32608, -2.45871], [10.79353, -0.50346, -1.04469], [10.74334, -2.08057, -4.78142], [10.53417, -0.84215, -5.55123], [10.79178, -3.30239, -5.59855], [14.29998, -2.68305, -2.89328], [14.00174, -1.71387, -1.55491], [14.95433, -1.12146, -2.95541], [11.74471, 0.71602, -3.33698], [12.88304, 0.48716, -4.66332], [13.45801, 0.71323, -2.98786], [8.74963, -1.90919, -3.35897], [8.69066, -1.92130, -1.58129], [8.37144, -0.40152, -2.53627], [11.83564, -0.18403, -1.05283], [10.26241, 0.38296, -0.69788], [10.76014, -1.27302, -0.27349], [10.04469, -0.15313, -4.86291], [11.48414, -0.42846, -5.88963], [9.94784, -0.96958, -6.46121], [11.59027, -3.13858, -6.32222], [9.84551, -3.27051, -6.13859], [10.90308, -4.22543, -5.02961], [-4.93468, 2.61122, -8.12513], [-6.06836, 1.97621, -7.37020], [-7.55226, 2.25124, -8.17734], [-8.78052, 1.53576, -7.82075], [-7.75131, 3.42782, -8.98611], [-6.40848, 2.55362, -5.86497], [-5.40632, 3.44193, -5.19265], [-7.30059, 1.94018, -4.88203], [-5.89746, 0.28837, -7.26600], [-5.59887, -0.47455, -6.03286], [-5.75261, -0.46666, -8.53418], [-9.38503, 1.21231, -8.66814], [-9.34186, 2.15638, -7.12230], [-8.56434, 0.65761, -7.21230], [-8.23987, 3.12925, -9.91362], [-6.80946, 3.90962, -9.24858], [-8.43934, 4.09845, -8.47136], [-5.83463, 4.00341, -4.36234], [-4.63593, 2.86632, -4.67956], [-4.97948, 4.19087, -5.85972], [-7.92568, 1.10911, -5.20866], [-6.75664, 1.74018, -3.95887], [-7.98055, 2.76034, -4.65160], [-6.50418, -0.97580, -5.69041], [-4.87384, -1.28743, -6.07333], [-5.31034, 0.11638, -5.16357], [-5.12054, 0.15126, -9.17196], [-6.69380, -0.67133, -9.04444], [-5.31155, -1.44030, -8.32063], [0.98986, 8.40658, -5.59215], [2.01882, 7.04335, -4.84546], [3.41591, 7.18025, -5.39617], [2.10392, 7.79182, -3.17260], [1.70264, 9.22843, -5.52434], [0.07393, 8.61450, -5.03904], [0.60301, 8.10383, -6.56519], [2.61415, 8.75502, -3.17026], [2.66422, 7.11233, -2.53037], [1.11319, 7.76401, -2.71897], [4.41244, -7.59603, -1.60322], [5.43392, -6.05615, -1.74678], [4.53989, -4.94663, -1.22937], [6.47157, -6.52840, -0.22423], [3.86056, -7.57147, -2.54288], [3.74671, -7.59947, -0.74017], [5.06804, -8.46405, -1.53370], [7.16264, -5.73017, 0.04667], [7.01981, -7.43352, -0.48551], [5.78145, -6.53550, 0.61945], [-1.16765, 0.52292, -0.72974], [0.35174, 0.94486, -1.68622], [0.67575, 2.36636, -1.39510], [1.61801, -0.14882, -0.90329], [-2.10965, 0.83881, -1.17802], [-1.05482, 0.89422, 0.28883], [-1.14956, -0.56668, -0.75366], [1.41512, -1.20904, -1.05450], [1.53544, 0.11987, 0.14984], [2.59444, 0.06157, -1.33966], [0.16667, -4.78443, -4.24449], [-0.86051, -5.21727, -2.76442], [-2.03861, -4.24611, -2.83454], [-1.40583, -6.90100, -3.27158], [-0.36344, -4.77295, -5.19682], [1.05878, -5.40315, -4.14748], [0.53378, -3.76196, -4.15572], [-2.40305, -7.02013, -2.84794], [-0.68029, -7.57597, -2.81758], [-1.41708, -7.14675, -4.33345]],
  "forces_ev_per_a": [[-0.50, -0.05, -0.49], [1.01, -0.54, -3.45], [-0.81, -0.65, 1.54], [0.12, 1.67, 1.19], [0.90, 0.00, 1.87], [-1.43, 3.33, -2.54], [1.17, -1.23, 1.52], [-0.67, -0.57, -0.11], [0.03, -1.78, 1.24], [-0.67, 0.51, 0.52], [0.46, -1.14, 0.28], [0.60, -0.46, -0.64], [0.04, -0.05, 0.27], [0.20, -0.15, -0.63], [0.04, -0.05, -0.29], [-0.21, 0.41, 0.06], [0.25, 0.18, -0.43], [-0.88, -0.31, 0.21], [-0.25, 0.63, -0.05], [0.22, -0.41, -0.44], [0.07, 0.14, 0.18], [0.22, 0.15, -0.02], [-0.09, -0.11, 0.02], [0.66, -0.12, -0.31], [-0.08, 0.09, 0.36], [-0.17, 0.07, -0.17], [0.10, 0.52, -0.01], [-0.25, -0.28, -0.19], [-0.09, 0.21, 0.47], [-0.69, -2.66, -1.32], [-0.29, -1.07, 0.62], [-0.63, 1.88, 1.03], [0.72, -0.66, 0.15], [-0.14, -0.87, 0.68], [0.17, 0.43, -3.77], [1.04, -0.11, 1.40], [0.57, -0.43, -0.55], [-0.08, 1.75, -1.65], [0.48, 1.19, 1.26], [0.48, 1.03, 0.60], [-0.07, -0.11, -0.07], [0.20, 0.71, 0.48], [-0.03, -0.14, -0.72], [-0.43, 0.12, 0.41], [-0.41, -0.02, 0.11], [0.43, 0.01, -0.18], [0.03, -0.05, 0.83], [-0.12, -0.19, -0.52], [-0.15, 0.11, 0.55], [-0.19, 0.16, 0.87], [-0.56, 0.16, 0.09], [0.70, -0.02, 0.03], [-0.51, -0.22, -0.05], [-0.07, 0.07, -0.53], [0.45, -0.33, 0.90], [0.05, -0.21, -0.79], [-0.05, -0.38, 0.29], [-0.88, -0.21, -0.17], [-1.65, -0.67, 0.95], [-0.55, 0.00, 0.85], [1.56, -1.16, -1.95], [-1.31, 0.40, 0.47], [1.13, 0.72, -0.57], [-0.86, -0.17, 0.88], [-0.91, 0.94, -0.34], [0.17, -0.77, -0.99], [1.20, 0.74, 1.66], [0.52, 0.22, 0.25], [0.15, 0.00, 0.03], [0.84, -0.29, 0.01], [-0.27, 0.61, -0.37], [0.08, -0.15, 0.19], [0.11, 0.06, -0.39], [-0.27, -0.19, 0.34], [-0.30, 0.23, 0.01], [-0.31, -0.11, -0.20], [0.23, 0.16, -0.01], [0.50, -0.31, 0.04], [0.08, -0.10, -0.22], [0.42, -0.06, 0.13], [0.24, 0.17, -0.15], [0.18, -0.18, -0.37], [-0.60, 0.12, -0.37], [-0.06, -0.12, 0.19], [0.06, -0.07, 0.23], [-0.15, 0.11, -0.15], [-0.19, -0.09, -0.17], [0.42, -0.29, -0.72], [-0.34, 2.24, -1.07], [0.63, -0.45, 1.10], [-0.42, -0.74, -0.58], [0.79, -0.46, 0.41], [-1.04, 0.82, -1.53], [1.05, -0.45, 0.46], [1.02, -0.77, 0.25], [-0.14, -0.95, 1.55], [0.56, -0.38, 1.06], [-0.24, 1.37, -0.14], [-0.40, -0.13, -0.37], [-0.26, 0.67, 0.19], [-0.36, 0.53, -0.02], [-0.11, -0.41, 0.04], [0.17, 0.05, 0.08], [0.04, 0.34, -0.20], [0.07, 0.00, 0.12], [-0.85, 0.05, -0.01], [0.10, 0.10, 0.29], [0.15, -0.09, -0.35], [-0.60, -0.14, -0.52], [-0.25, 0.04, 0.44], [-0.01, 0.33, -0.36], [0.09, 0.15, 0.00], [-0.34, -0.45, 0.29], [0.22, -0.65, -0.21], [-0.04, -0.64, -0.23], [0.07, 0.29, 0.04], [-1.42, -0.19, 1.24], [-0.14, -0.45, -1.89], [0.96, -1.79, -0.12], [0.87, 0.32, 0.87], [-0.21, -0.28, -0.13], [1.90, 0.49, 1.17], [-0.31, -0.33, 0.05], [-0.45, 1.36, -0.07], [0.06, -0.13, 0.55], [-1.12, 0.22, 0.42], [0.03, 0.69, 0.57], [0.06, 0.28, -0.16], [-0.64, 0.26, -0.23], [0.32, -0.23, -0.34], [-0.07, 0.06, -0.24], [-0.07, -0.03, 0.27], [0.07, 0.48, 0.02], [-0.74, 0.01, -0.19], [0.39, -0.20, -0.36], [0.04, -0.46, -0.21], [0.55, -0.07, -0.16], [0.02, -0.52, -0.04], [-0.44, -0.16, 0.44], [-0.32, -0.19, 0.02], [0.38, 0.33, -0.84], [0.17, 0.51, -0.38], [0.10, -0.41, -0.31], [-0.24, 0.22, 0.09], [0.27, 0.20, -0.04], [0.28, -0.67, 0.62], [0.48, 0.66, 0.25], [-1.18, 0.05, 0.15], [-0.13, -0.86, 0.08], [-0.36, 0.25, -0.64], [0.27, -0.06, 0.56], [0.81, 0.15, -0.25], [-0.32, 0.06, -0.21], [0.33, -0.13, -0.33], [-0.17, 0.53, -0.23], [0.50, 0.50, -0.63], [-0.66, -0.02, 3.03], [0.75, -0.76, -0.87], [-0.29, 0.94, -1.00], [-0.21, -0.43, 0.16], [0.12, 0.48, -0.03], [0.00, 0.02, -0.30], [0.15, 0.08, -0.59], [-0.18, -0.08, 0.44], [-0.19, -0.70, -0.21], [1.18, -0.77, 0.13], [-0.73, -0.06, -1.23], [0.30, -0.21, 0.42], [-0.96, 0.52, 0.51], [0.47, 0.38, -0.26], [-0.06, 0.00, -0.01], [-0.23, -0.15, 0.28], [-0.34, 0.10, -0.05], [0.57, -0.22, 0.14], [-0.21, 0.38, 0.09], [0.23, 0.15, 0.85], [-1.17, 1.71, -1.48], [1.21, -1.47, 0.22], [0.34, 0.20, 0.01], [-0.14, -0.75, 0.17], [-0.09, -0.31, -0.60], [-0.21, 0.09, 0.60], [0.15, -0.07, 0.09], [-0.18, -0.09, 0.25], [-0.11, 0.57, -0.10]],
  "e_above_lowest_ev": 4.4698,
  "energy_ha": -6314.1610,
  "multiplicity": 1,
  "gap_ev": 8.1
}

No. 3
{
  "formula": "C19H24N4O3",
  "method": "ωB97M-V/def2-TZVPD",
  "elements": ["C", "N", "C", "O", "C", "C", "C", "C", "N", "C", "O", "C", "C", "C", "C", "N", "C", "C", "C", "C", "C", "C", "N", "C", "C", "O", "H", "H", "H", "H", "H", "H", "H", "H", "H", "H", "H", "H", "H", "H", "H", "H", "H", "H", "H", "H", "H", "H", "H", "H"],
  "positions_angstrom": [[-4.55719, -0.53087, 3.56711], [-3.17119, -0.48752, 3.06939], [-2.18129, -1.42063, 3.30184], [-2.25741, -2.14369, 4.30569], [-0.96472, -1.47232, 2.34166], [-0.96448, -2.86260, 1.72195], [-0.22264, -2.78377, 0.37292], [-0.77034, -1.34991, 0.03302], [-0.83638, -0.53918, 1.20229], [-0.67235, 0.79008, 1.40691], [-0.78654, 1.30744, 2.51371], [-0.28488, 1.81994, 0.29845], [1.19881, 2.30051, 0.41921], [2.08346, 1.97541, -0.71373], [2.43434, 2.76356, -1.70391], [3.27880, 2.13899, -2.61690], [3.46012, 0.82878, -2.19973], [3.99047, -0.29100, -2.87447], [3.98705, -1.57444, -2.28709], [3.25935, -1.70088, -1.10130], [2.71040, -0.55682, -0.44473], [2.66257, 0.66375, -1.08709], [-0.52303, 1.55198, -1.10383], [-1.70096, 1.78634, -1.71992], [-1.62168, 1.55864, -3.24539], [-2.83220, 1.92540, -1.22956], [-5.06944, -1.32240, 3.00282], [-5.00688, 0.44385, 3.58184], [-4.51997, -0.88345, 4.64054], [-3.00735, 0.14875, 2.28438], [-0.11533, -1.38438, 3.05695], [-1.95942, -3.17360, 1.48342], [-0.52616, -3.44777, 2.50662], [-0.73254, -3.46358, -0.38201], [0.79798, -2.73039, 0.55847], [-1.85712, -1.32880, -0.31688], [-0.12037, -0.93206, -0.75448], [-0.90975, 2.70763, 0.57442], [1.50833, 1.95648, 1.44031], [1.28790, 3.31598, 0.51560], [2.17574, 3.73123, -1.81431], [3.68780, 2.65167, -3.40052], [4.47027, -0.12801, -3.77199], [4.51494, -2.41482, -2.71747], [3.28046, -2.64196, -0.63019], [2.25513, -0.64977, 0.48390], [0.13472, 1.09231, -1.62516], [-2.63685, 1.89310, -3.62102], [-1.31981, 0.54530, -3.59775], [-1.05037, 2.31748, -3.72397]],
  "forces_ev_per_a": [[1.51, -1.94, 1.59], [0.66, 0.32, -1.43], [-1.67, 1.02, 1.73], [0.64, 0.27, -1.76], [-0.16, 0.40, 1.34], [0.68, -0.16, 0.04], [-4.53, 1.64, 0.45], [-0.48, 0.21, -3.01], [0.51, -0.30, 1.99], [0.46, 0.95, -0.14], [0.09, -0.68, -0.20], [-0.32, 0.81, -0.41], [-0.20, -2.51, 1.64], [0.28, -3.35, 0.85], [1.74, -1.17, -1.21], [0.02, 0.75, -0.28], [-0.73, -0.69, -2.10], [0.12, -0.35, 1.90], [-1.01, 2.01, -0.06], [0.42, 2.01, 0.70], [0.36, -1.97, -2.09], [0.40, 0.74, 1.94], [-2.76, 1.44, 2.20], [-2.06, -2.08, -1.34], [-1.94, 0.74, -0.23], [2.18, 0.66, 0.34], [-0.46, 0.62, 0.12], [-0.20, 0.30, -0.47], [-0.02, 0.35, -1.12], [-0.10, -0.45, 0.52], [-0.27, 0.25, -0.67], [-0.77, -0.32, 0.30], [0.01, -1.06, -0.04], [1.63, 0.44, 0.92], [1.98, -0.42, -0.53], [1.41, -0.81, -0.31], [-0.49, 0.14, 0.31], [0.31, -0.95, -0.25], [0.37, -0.08, -1.00], [-0.53, 2.79, 0.23], [-0.65, 3.12, -0.54], [-0.18, -0.76, 0.54], [1.11, 0.23, -1.88], [-0.20, 0.08, -0.19], [-0.22, -0.94, 0.76], [-0.87, -0.38, 1.62], [2.05, -0.89, -1.41], [0.84, -1.21, 0.40], [-0.31, 0.75, 0.47], [1.33, 0.42, -0.26]],
  "e_above_lowest_ev": 3.5439,
  "energy_ha": -1183.1323,
  "multiplicity": 1,
  "gap_ev": 8.9
}

No. 4
{
  "formula": "C3H4OS2",
  "method": "ωB97M-V/def2-TZVPD",
  "elements": ["C", "C", "C", "S", "H", "H", "H", "H", "O", "S"],
  "positions_angstrom": [[1.76978, -0.03750, 0.08153], [0.38849, 0.10761, 0.46879], [-0.46378, 0.87770, -0.15079], [-1.48919, 1.63781, -0.91955], [1.99162, -1.11497, 0.36919], [2.36370, 0.49325, 0.78801], [2.13107, 0.15239, -0.94172], [0.13088, -0.54484, 1.37647], [-3.11078, -0.26124, -0.97472], [-3.71180, -1.31020, -0.09721]],
  "forces_ev_per_a": [[2.15, -2.42, 0.17], [-1.84, -0.69, 1.29], [1.91, -2.08, 1.99], [-1.60, 2.88, -1.84], [0.23, 1.04, -0.86], [0.91, 0.76, 0.36], [-0.62, 0.07, 0.39], [-0.23, 1.34, -1.46], [-1.17, -1.27, 0.20], [0.27, 0.35, -0.24]],
  "e_above_lowest_ev": 4.3920,
  "energy_ha": -988.1708,
  "multiplicity": 1,
  "gap_ev": [6.0, 6.0]
}